(1)
# C6H12O

2 unconnected molecules or ions with the total composition C6H12O (ωB97M-V/def2-TZVPD, the OMol25 dataset).

Structure (XYZ):
```
19
Properties=species:S:1:pos:R:3:nbo_charge:R:1
H 0.677 -0.863 -2.586 0.20
C 0.186 -0.424 -1.728 -0.13
H -0.949 -2.133 -1.099 0.21
O -3.144 -0.687 5.576 -0.96
C 0.231 0.539 0.557 -0.65
H 0.179 -0.435 1.083 0.22
C 2.081 1.005 -1.065 -0.21
H -3.540 -0.975 4.744 0.48
C 0.726 0.438 -0.849 -0.07
H -0.751 0.967 0.788 0.22
H -1.666 -1.185 -2.402 0.22
H 2.351 0.509 -3.173 0.19
H 3.671 1.384 -2.451 0.19
H -1.638 -0.633 -0.610 0.21
H 0.950 1.053 1.213 0.22
C -1.144 -1.102 -1.467 -0.65
C 2.679 0.982 -2.256 -0.37
H 2.585 1.437 -0.212 0.20
H -3.482 0.124 5.937 0.48
```

## Properties
2S+1: 1
SMILES string: C=C/C(C)=C/C.O
LUMO level in eV: 0.79
ΔE to the lowest compared entry with this formula, charge and spin in kcal per mole: 48.4

(2)
# C21H53B3BrO16P3

A molecular structure, C21H53B3BrO16P3 (ωB97M-V/def2-TZVPD, the OMol25 dataset).

Structure (XYZ):
```
97
Properties=species:S:1:pos:R:3:mulliken_charge:R:1
H -2.009 3.094 7.930 0.40
O 0.115 1.941 4.022 -0.32
H 3.519 -2.154 4.125 0.39
H -1.860 3.509 6.217 0.34
O -5.784 -1.470 1.234 -0.34
C 3.182 -1.498 2.058 0.09
H -6.443 -3.113 2.329 0.33
O 1.443 1.913 -5.479 -0.26
H -1.617 2.431 2.973 0.34
H -2.334 -2.431 -1.563 0.27
C 2.660 4.836 4.379 -0.35
O 1.333 -0.236 -4.478 -0.27
H -6.870 -3.705 -2.636 0.41
H 3.854 0.497 -4.324 0.25
H 2.865 -2.359 0.036 0.33
H 3.115 -0.404 2.278 0.35
O 6.076 -1.496 -0.339 -0.60
O -4.191 -3.237 1.595 -0.76
H 2.576 -1.617 -3.663 0.27
H 2.219 -1.882 -5.370 0.29
H 0.215 4.173 7.419 0.24
C -5.401 -2.232 -2.059 -0.17
H 2.822 2.014 -7.021 0.24
H -6.242 -3.924 -0.996 0.35
H 4.581 -1.014 -4.915 0.41
H 0.590 2.039 -8.120 0.35
H 0.494 2.584 1.460 0.39
H -5.934 -0.435 3.742 0.27
O 2.021 3.576 4.237 -0.33
H -1.824 -1.229 -4.585 0.32
H 3.654 0.020 -6.007 0.24
H -1.351 -0.766 0.801 -0.23
H -1.261 0.723 3.145 0.31
C -1.992 0.706 -5.560 -0.54
P 0.405 3.466 4.589 1.00
H 3.861 -3.447 2.917 0.28
C -1.803 -1.577 -1.131 -1.14
H 5.067 -2.044 3.217 0.37
H 3.632 4.758 3.887 0.33
B 5.098 -2.308 0.337 0.58
C 3.709 -0.360 -4.982 -1.00
C 2.861 5.201 5.839 -0.94
H 3.507 6.076 5.936 0.42
H -0.743 -1.684 -1.373 0.50
H -2.637 1.585 -5.479 0.40
O -3.342 -1.153 0.702 -0.35
H -1.757 -2.483 0.833 0.24
H 8.236 -1.935 -0.983 -0.10
B 7.107 -2.303 -0.907 0.53
H 1.420 3.569 -8.431 0.40
C 2.441 -1.113 -4.623 -0.31
H -7.479 -1.699 2.337 0.35
C -6.546 -3.175 -1.738 -1.19
C -0.806 1.701 2.962 -0.27
Br 1.282 -2.164 2.167 -0.20
O 6.816 -3.635 -1.390 -0.46
H 0.385 2.541 8.068 0.35
H 2.456 3.532 -6.200 0.36
C 3.625 -1.702 0.544 -0.49
H 4.288 -5.306 -0.652 0.31
C -6.435 -2.023 2.373 -0.32
O -0.149 4.251 3.404 -0.75
H 3.598 -0.693 0.034 0.16
H -5.694 -1.555 -2.865 0.34
O -0.684 1.106 -5.169 -0.32
H -4.527 -2.795 -2.401 0.25
C 0.026 3.115 7.211 -0.23
H -2.188 -0.678 -1.612 0.16
P 0.667 0.430 -5.841 0.97
C 0.981 2.949 -7.648 -1.12
C -2.511 -0.383 -4.641 -0.77
H -3.484 -0.746 -4.981 0.38
C 2.014 2.613 -6.589 -0.23
H 2.088 5.611 3.860 0.28
H -4.722 -1.698 3.670 0.27
H -6.247 -1.997 4.525 0.36
H 1.903 5.438 6.314 0.17
H -0.802 1.567 0.806 0.31
O -5.036 -1.422 -0.937 -0.27
P -4.548 -2.264 0.474 1.12
C 3.988 -2.342 3.111 -1.29
H -1.647 1.836 6.725 0.26
C -5.798 -1.516 3.652 -1.05
B 5.865 -4.261 -0.516 0.58
C -1.458 2.872 7.014 -1.10
H 0.132 3.475 -7.209 0.27
H -2.619 0.000 -3.624 0.11
C -2.010 -1.523 0.371 0.25
H 3.301 4.370 6.393 0.25
O 0.018 -0.823 -6.424 -0.75
O 5.535 -3.615 0.717 -0.29
O 5.221 -5.484 -0.874 -0.53
C -0.089 1.677 1.627 -0.75
H -2.014 0.397 -6.606 0.34
O 0.796 2.708 6.075 -0.27
H -7.392 -2.630 -1.318 0.29
H 0.615 0.841 1.590 -0.07
```

## Properties
2S+1: 1
LUMO level in eV: -1.11

(3)
# C3H4N2OS

2 unconnected molecules or ions with the total composition C3H4N2OS (ωB97M-V/def2-TZVPD, the OMol25 dataset).

Structure (XYZ):
```
11
Properties=species:S:1:pos:R:3:nbo_charge:R:1
N 1.048 0.850 0.325 -0.28
H 1.686 -1.808 -0.027 0.24
S -3.580 -0.808 0.154 -0.11
N 0.261 -0.054 -0.189 -0.26
H 0.204 -1.970 -0.924 0.22
H 0.911 2.869 0.531 0.21
H 0.080 -1.935 0.838 0.23
C 0.455 1.985 0.268 0.29
C 0.554 -1.477 -0.103 -0.41
O -0.720 1.842 -0.352 -0.42
C -0.899 0.508 -0.521 0.30
```

## Properties
2S+1: 1
LUMO level (alpha / beta) in eV: -1.83 / -1.78
ΔE to the lowest compared entry with this formula, charge and spin in kcal per mole: 138.9

(4)
# C3H4Cl2S

A molecular structure, C3H4Cl2S (ωB97M-V/def2-TZVPD, the OMol25 dataset).

Structure (XYZ):
```
10
Properties=species:S:1:pos:R:3:nbo_charge:R:1
C 1.343 -0.306 1.344 -0.53
Cl -3.935 1.249 -1.621 -0.25
C 1.098 0.158 -0.027 -0.27
H 1.505 0.506 2.154 0.24
S -0.191 -1.333 1.264 0.25
Cl -0.970 -0.536 -1.641 0.08
H -2.756 1.001 -1.618 0.24
H 2.308 -0.890 1.317 0.24
H 1.558 0.719 -0.832 0.22
C 0.041 -0.568 -0.339 -0.22
```

## Properties
2S+1: 1
LUMO level in eV: 0.64
ΔE to the lowest compared entry with this formula, charge and spin in kcal per mole: 28.3

(5)
# C4H9NO

A single C4H9NO molecule (ωB97M-V/def2-TZVPD, the OMol25 dataset).

Structure (XYZ):
```
15
Properties=species:S:1:pos:R:3:nbo_charge:R:1
O 0.386 1.700 0.937 -0.63
C -0.228 -0.119 2.395 -0.71
N -0.664 -0.101 0.018 -0.62
C 0.878 -0.287 -1.911 -0.62
H -0.611 0.562 3.157 0.24
H 1.712 0.218 -1.415 0.22
H 0.968 -1.364 -1.723 0.20
H -1.288 -0.176 -1.950 0.19
H -0.865 -1.009 2.359 0.20
C -0.451 0.241 -1.378 -0.22
H 0.965 -0.125 -2.991 0.21
H -0.498 1.329 -1.471 0.22
H -0.951 -1.044 0.219 0.39
H 0.778 -0.427 2.695 0.24
C -0.132 0.603 1.060 0.68
```

## Properties
2S+1: 1
SMILES string: CCNC(C)=O
LUMO level in eV: 0.91
ΔE to the lowest compared entry with this formula, charge and spin in kcal per mole: 4.8

(6)
# C31H58N4O12S3

10 unconnected molecules or ions with the total composition C31H58N4O12S3 (ωB97M-V/def2-TZVPD, the OMol25 dataset).

Structure (XYZ):
```
108
Properties=species:S:1:pos:R:3:mulliken_charge:R:1
O -3.831 2.413 2.596 -0.04
H 0.722 0.267 -4.318 0.16
H 0.389 5.888 9.262 0.32
H -3.257 7.142 4.935 0.39
H 2.533 1.414 -2.012 0.12
H 4.927 1.950 2.422 0.30
C -3.633 1.168 2.695 0.48
N 2.004 0.677 -7.081 -0.47
H 2.040 6.186 8.984 0.37
O 3.413 2.958 -0.019 -0.03
H 1.411 4.670 5.953 0.45
C 2.185 -0.975 4.852 -0.62
H 2.050 7.816 1.385 0.34
S 0.942 -1.308 0.399 0.32
O 1.365 0.023 0.949 -0.07
H -3.946 1.922 -4.122 0.36
H -5.471 3.074 1.531 0.29
H 3.495 8.483 -1.281 0.32
C -5.263 4.989 5.776 0.71
O 5.380 3.299 0.845 -0.34
H 0.844 2.046 -2.127 0.06
C 1.186 -1.957 5.081 0.16
C -1.933 5.242 1.082 -0.13
S -0.266 4.616 1.635 0.55
H -0.657 -2.862 1.253 0.48
C 1.054 6.598 8.770 -0.99
C 2.181 -2.466 1.098 -0.83
C 4.969 2.083 1.341 -0.41
H 3.226 6.827 0.803 -0.01
C 1.932 0.593 -5.934 0.10
H 2.489 -0.731 5.870 0.45
H 1.414 8.226 -2.336 0.33
H 0.287 2.040 4.509 0.07
H -2.384 5.423 5.774 -0.23
H 2.943 -2.520 0.320 0.37
C -0.374 -1.877 1.624 -0.76
H -1.281 -1.302 1.810 0.15
C -0.309 2.756 1.301 0.69
H -3.762 6.315 3.447 0.21
H -2.020 4.767 0.105 0.12
C -1.691 1.938 -4.226 0.32
C -1.145 2.298 -5.584 -1.35
C 4.274 3.840 0.223 0.52
C -5.771 1.520 3.134 -0.48
H -5.333 3.633 3.249 0.04
O -4.172 4.276 5.515 -0.40
C 0.489 4.919 6.478 -0.77
H -1.780 1.887 -6.368 0.38
H 2.100 3.185 -1.975 0.26
H -0.140 1.954 -5.828 0.13
H 2.387 9.546 -0.413 0.34
C -3.849 6.319 4.534 -0.30
H -1.107 3.377 -5.739 0.34
H -2.541 4.562 4.270 -0.06
H 0.967 -0.070 3.382 -0.27
C 2.958 7.883 0.787 -0.83
H -0.666 2.574 0.287 0.20
H -0.859 2.373 -3.672 -0.19
C 1.469 7.951 -1.283 0.12
O -2.605 0.546 2.668 -0.48
C -3.114 5.071 5.045 0.62
H 1.548 6.875 -1.123 -0.12
H 3.729 8.391 1.366 0.36
O -0.295 4.760 3.143 -0.54
C -3.195 2.734 -2.395 0.18
H 2.459 -2.177 2.112 -0.01
C -3.070 2.514 -3.855 -0.52
O 4.292 4.978 -0.246 -0.64
H 0.033 -2.075 2.616 0.10
S 0.597 6.673 6.976 0.46
O -0.858 7.223 7.034 -0.62
H 2.832 2.361 -4.417 0.52
H 0.722 2.460 1.491 -0.82
C 2.640 8.504 -0.606 -0.48
H -1.704 0.857 -4.086 0.35
H 1.222 1.678 5.949 0.43
H 0.666 4.207 7.285 0.47
O -4.800 0.574 2.821 -0.42
H 1.287 2.799 -4.384 0.44
O -5.126 6.203 5.142 -0.37
H 2.868 1.923 1.751 -0.39
H 2.415 -0.023 -3.929 0.49
H -3.225 3.487 -4.320 0.31
C 0.262 8.327 -0.596 0.23
H -6.023 1.458 4.192 0.30
N -0.776 8.591 -0.122 -0.55
C 0.742 1.230 5.079 -1.21
C 1.622 0.295 4.173 0.98
C -5.117 2.838 2.535 -0.11
H -0.903 2.319 2.104 -0.17
H 0.923 7.626 9.106 0.34
H 5.595 1.270 0.973 0.29
N 0.311 -2.744 5.339 -0.56
H -0.157 0.689 5.374 0.37
H 3.573 0.949 0.296 0.07
H -6.699 1.367 2.583 0.32
N -3.362 2.956 -1.307 -0.37
C 1.888 2.203 -2.398 -0.61
H 1.718 -3.452 1.091 0.48
C 3.575 1.839 0.926 0.47
O -6.232 4.631 6.450 -0.61
C 1.919 2.049 -3.909 -0.67
C 1.738 0.620 -4.492 -0.31
H -2.715 4.881 1.751 -0.34
H 2.941 -1.434 4.216 0.33
H 2.539 0.750 3.801 -0.13
H -0.315 4.651 5.793 0.02
H -1.938 6.321 0.929 0.36
```

## Properties
2S+1: 1
LUMO level in eV: -0.14
ΔE to the lowest compared entry with this formula, charge and spin in kcal per mole: 86.2

Maximum force across the listed records, respectively: 1.89; 8.62; 4.43; 3.15; 0.40; 7.71 eV/A.